The following is a quantum chemistry calculation of 2 unconnected molecules or ions with the total composition C6H10 in a non-equilibrium geometry, from the OMol25 dataset.

The LUMO energy comes out at 0.0108 Eh. The value obtained for the energy above the lowest of the compared OMol25 structures with the same formula, charge and spin is 5.211 eV. The highest occupied orbital energy comes out at -8.334 eV.

Positions of all 16 atoms, in Å:
C -0.932 0.528 1.556
C -1.645 -0.078 -0.799
C -0.321 -0.109 -0.520
C 0.644 -1.202 -0.109
C 1.635 -0.062 0.242
C 0.822 0.870 -0.693
H -1.557 -0.283 1.986
H -1.602 1.408 1.489
H -2.096 0.796 -1.265
H -2.247 -0.984 -0.770
H 0.987 -1.780 -0.979
H 0.308 -1.890 0.668
H 2.694 -0.212 0.036
H 1.466 0.244 1.272
H 1.214 0.852 -1.720
H 0.630 1.901 -0.395